(1)
The following is a quantum chemistry calculation of a single C3H2O4 molecule at a distorted geometry, from the OMol25 dataset.

Last column: natural (NBO) charge in e.
CARTESIAN COORDINATES (ANGSTROEM)
O  2.567  -0.691  -0.181  -0.596
C  1.386  -0.354  0.057  0.931
O  1.107  0.859  -0.089  -0.432
C  -0.245  1.083  -0.087  -0.091
C  -0.686  -0.149  0.053  0.511
O  -1.976  -0.539  -0.196  -0.614
O  0.234  -1.052  0.160  -0.437
H  -0.413  2.229  0.419  0.259
H  -1.974  -1.387  -0.136  0.468

HOMO level   -9.28 eV
Calculated total energy   -11330.1797 eV

---

(2)
The following is a quantum chemistry calculation of a single C3H2O5 molecule at a distorted geometry, from the OMol25 dataset.

Last column: natural (NBO) charge in e.
CARTESIAN COORDINATES (ANGSTROEM)
C  -0.928  -0.773  1.921  0.713
C  0.746  0.229  -1.165  0.542
C  -0.434  -0.271  0.685  0.117
O  -1.274  -0.682  3.042  -0.520
O  -0.698  -1.681  0.970  -0.474
O  -0.417  0.934  -1.209  -0.256
O  -1.308  0.307  -0.336  -0.229
O  1.845  0.908  -1.320  -0.610
H  0.782  -0.828  -1.401  0.202
H  1.685  1.858  -1.187  0.514

HOMO level (spin up / spin down)   -8.96 / -8.96 eV
Calculated total energy   -13373.3907 eV

---

(3)
The following is a quantum chemistry calculation of a single C3H2OS molecule at a distorted geometry, from the OMol25 dataset.

Last column: natural (NBO) charge in e.
CARTESIAN COORDINATES (ANGSTROEM)
C  -0.335  -0.139  -1.939  -0.081
C  0.051  0.006  -0.749  -0.146
C  0.014  0.100  0.654  0.262
O  0.867  -0.592  1.301  -0.619
S  -1.215  0.976  1.640  -0.208
H  -0.381  -0.242  -3.079  0.270
H  0.999  -0.109  2.172  0.523

HOMO level   -8.90 eV
Calculated total energy   -16022.6120 eV

---

(4)
The following is a quantum chemistry calculation of a single C3H2OS molecule at a distorted geometry, from the OMol25 dataset.

Last column: natural (NBO) charge in e.
CARTESIAN COORDINATES (ANGSTROEM)
C  -1.103  1.332  1.014  -0.130
C  -0.353  0.435  0.629  -0.129
C  0.222  -0.625  -0.172  0.279
O  0.425  -1.783  0.188  -0.527
S  0.903  -0.126  -1.634  0.081
H  -1.621  2.104  1.634  0.260
H  1.526  -1.338  -1.659  0.166

HOMO level   -10.28 eV
Calculated total energy   -16023.3500 eV

---

(5)
The following is a quantum chemistry calculation of C3H2S2 as an isolated structure at a distorted geometry, from the OMol25 dataset.

Last column: natural (NBO) charge in e.
CARTESIAN COORDINATES (ANGSTROEM)
C  0.740  0.616  0.178  -0.485
C  0.153  1.635  0.760  0.159
C  -0.576  -0.248  0.209  -0.504
S  1.739  -0.303  -1.001  0.205
S  -0.136  -1.117  -1.295  0.140
H  -0.545  -0.997  0.992  0.227
H  -1.374  0.414  0.156  0.257

HOMO level   -8.54 eV
Calculated total energy   -24808.5167 eV

---

(6)
The following is a quantum chemistry calculation of C3H31HfO14 as an isolated structure at a distorted geometry, from the OMol25 dataset.

Last column: Löwdin charge in e.
CARTESIAN COORDINATES (ANGSTROEM)
Hf  -0.779  -0.492  2.188  1.629
C  -1.525  -3.388  2.477  -0.139
O  -1.136  -2.293  1.664  -0.425
H  -2.554  -3.067  2.601  0.073
H  -0.837  -3.449  3.301  0.070
H  -1.486  -4.284  1.836  0.098
C  1.797  -1.687  2.308  -0.199
O  1.194  -0.502  1.991  -0.376
H  2.689  -1.641  2.807  0.071
H  1.740  -2.340  1.437  0.098
H  1.080  -1.983  2.995  0.026
C  -0.152  0.562  -0.540  -0.173
O  -1.054  -0.062  0.299  -0.366
H  -0.704  1.114  -1.259  0.060
H  0.494  -0.229  -0.981  0.109
H  0.346  1.195  0.093  0.024
O  -0.909  1.905  -3.806  -0.024
H  -1.162  2.862  -3.894  0.077
H  -0.266  2.106  -3.176  -0.020
O  -3.188  1.616  -1.778  -0.072
H  -3.453  1.780  -2.677  0.033
H  -2.262  1.924  -1.808  -0.033
O  -0.645  1.530  2.372  -0.046
H  -1.208  2.257  2.423  0.093
H  0.182  2.022  2.320  0.054
O  2.950  -0.743  -0.449  -0.027
H  3.468  -0.229  -1.090  0.090
H  3.596  -1.171  0.084  0.058
O  1.744  2.811  1.728  -0.057
H  1.895  2.804  0.795  -0.029
H  2.450  2.340  2.260  0.107
O  -2.861  -0.356  2.538  -0.066
H  -3.541  -0.416  3.240  0.140
H  -3.459  -0.337  1.755  0.147
O  0.844  -1.494  -3.733  -0.034
H  1.222  -2.340  -3.527  0.006
H  0.264  -1.248  -3.053  -0.056
O  -1.788  3.921  -1.277  -0.070
H  -2.290  4.687  -0.933  0.067
H  -0.900  4.003  -0.832  0.068
O  2.419  2.182  -0.676  0.004
H  2.371  1.261  -0.526  -0.011
H  3.331  2.382  -0.590  0.064
O  -1.466  -1.479  -1.995  -0.033
H  -1.294  -2.329  -1.602  0.045
H  -1.366  -0.746  -1.372  -0.014
O  2.260  -3.179  -1.620  -0.036
H  2.396  -2.308  -1.276  -0.038
H  1.552  -3.474  -1.041  0.036

HOMO level   -12.16 eV
Calculated total energy   -33579.6548 eV
Charge   +1